*P*
ORCA calculation (wB97M-V/def2-TZVPD) on a 3-piece molecular cluster, C2H9NO3 overall.

Frontier orbital gap ... 9.767 eV
2S+1 ... 1
HOMO energy ... -9.10 eV

CARTESIAN COORDINATES (ANGSTROEM)
O: 1.769 0.892 -0.452
C: 0.874 0.931 -1.248
C: -0.160 -0.232 -1.301
N: -1.113 0.458 -0.406
H: 0.555 1.753 -1.907
H: -0.639 -0.351 -2.282
H: 0.176 -1.197 -0.926
H: -1.923 0.823 -0.885
H: -1.343 0.009 0.471
H: 4.038 -1.877 0.433
H: 3.264 -3.081 -0.357
O: 3.347 -2.536 0.423
H: -3.605 0.719 3.010
H: -3.726 1.460 1.678
O: -4.218 0.934 2.298

The Löwdin scheme yields these atomic charges, measured in e:
1. O 0.037
2. C -0.284
3. C -0.203
4. N -0.011
5. H 0.114
6. H 0.102
7. H 0.108
8. H 0.067
9. H 0.075
10. H 0.031
11. H 0.025
12. O -0.057
13. H 0.036
14. H 0.014
15. O -0.053

=====

*Q*
ORCA calculation (wB97M-V/def2-TZVPD) on a 3-piece molecular cluster, C2H9NO3 overall.

Frontier orbital gap ... 9.929 eV
2S+1 ... 1
HOMO energy ... -9.51 eV

CARTESIAN COORDINATES (ANGSTROEM)
O: -0.038 1.014 -1.591
C: -0.458 0.484 -0.578
C: 0.091 -0.748 0.058
N: -0.929 -1.727 0.471
H: -1.220 1.068 -0.027
H: 0.835 -1.212 -0.582
H: 0.606 -0.431 0.967
H: -1.519 -1.290 1.184
H: -1.561 -1.904 -0.318
H: 1.814 0.589 -1.628
H: 3.217 0.658 -2.222
O: 2.705 0.249 -1.559
H: -0.663 0.580 3.191
H: -1.990 1.205 3.143
O: -1.459 0.555 2.688

The Löwdin scheme yields these atomic charges, measured in e:
1. O 0.024
2. C -0.235
3. C -0.249
4. N 0.005
5. H 0.120
6. H 0.109
7. H 0.120
8. H 0.044
9. H 0.074
10. H -0.024
11. H 0.010
12. O -0.043
13. H 0.031
14. H 0.043
15. O -0.029

=====

*R*
ORCA calculation (wB97M-V/def2-TZVPD) on a 3-piece molecular cluster, C2H9NO3 overall.

Frontier orbital gap ... 10.770 eV
2S+1 ... 1
HOMO energy ... -10.32 eV

CARTESIAN COORDINATES (ANGSTROEM)
C: 2.032 -0.727 0.122
N: 1.775 0.513 0.599
C: 0.516 0.852 1.219
O: 1.185 -1.567 -0.095
H: 3.054 -0.899 -0.224
H: 2.575 1.027 0.914
H: 0.164 1.815 0.829
H: 0.640 1.099 2.276
H: -0.328 0.189 1.086
H: -0.454 -4.119 0.538
H: -0.598 -2.685 0.071
O: -1.112 -3.495 0.219
H: -2.643 2.893 -1.977
H: -3.713 2.182 -2.746
O: -3.092 2.922 -2.832

The Löwdin scheme yields these atomic charges, measured in e:
1. C -0.354
2. N -0.017
3. C -0.082
4. O 0.010
5. H 0.130
6. H 0.125
7. H 0.079
8. H 0.084
9. H 0.084
10. H 0.027
11. H -0.008
12. O -0.077
13. H 0.028
14. H 0.039
15. O -0.067

=====

*S*
ORCA calculation (wB97M-V/def2-TZVPD) on C2H9NO3 as an isolated structure.

Frontier orbital gap ... 9.838 eV
2S+1 ... 1
HOMO energy ... -9.88 eV

CARTESIAN COORDINATES (ANGSTROEM)
C: -1.369 0.292 0.808
C: -1.418 0.702 -0.661
O: -0.087 -0.160 1.204
H: 0.209 -0.951 0.592
H: -2.107 -0.499 0.995
H: -1.619 1.140 1.452
H: -1.095 -0.124 -1.294
H: -0.759 1.552 -0.843
H: -2.431 0.987 -0.942
N: 2.168 0.491 -0.038
O: 2.500 -0.725 -0.261
O: 1.116 -1.724 -0.466
H: 1.524 -2.586 -0.333
H: 1.374 0.576 0.680
H: 1.993 1.028 -0.894

The Löwdin scheme yields these atomic charges, measured in e:
1. C -0.313
2. C -0.089
3. O -0.162
4. H 0.063
5. H 0.111
6. H 0.110
7. H 0.069
8. H 0.067
9. H 0.071
10. N 0.009
11. O -0.091
12. O -0.126
13. H 0.060
14. H 0.107
15. H 0.113

=====

The least stable of the structures above is *S*, whereas *R* is the most stable.